i:
Computed, not measured: the molecule C5H7FS, with ωB97M-V with the def2-TZVPD basis set.

Its SMILES is C[C@H]1S[C@H]1/C=C\F. The gap between HOMO and LUMO comes out at 0.35155 Ha.

Structure (XYZ):
```
14
Properties=species:S:1:pos:R:3:mulliken_charge:R:1
C -0.362 1.500 -0.481 -1.244
C -0.943 0.658 0.537 -0.039
S -2.409 -0.490 -0.010 -0.192
C -0.653 -0.842 0.508 -0.061
C 0.426 -1.399 -0.301 -0.380
C 1.609 -0.816 -0.145 -0.082
F 1.864 0.308 0.477 -0.213
H 0.628 1.798 -0.088 0.302
H -0.132 0.902 -1.390 0.330
H -1.019 2.406 -0.727 0.326
H -1.022 1.124 1.564 0.364
H -0.767 -1.343 1.542 0.359
H 0.264 -2.388 -0.886 0.256
H 2.516 -1.417 -0.600 0.273
```



ii:
Computed, not measured: C5H7FS as an isolated structure, with ωB97M-V with the def2-TZVPD basis set.

The gap between HOMO and LUMO comes out at 0.35127 Ha.

Structure (XYZ):
```
14
Properties=species:S:1:pos:R:3:mulliken_charge:R:1
C -0.235 0.328 0.697 0.498
C -1.291 0.792 -0.344 -0.738
C 0.686 -0.665 -0.791 -0.068
C -0.045 -1.181 0.454 -0.688
C 1.117 0.556 0.020 -0.758
H -2.286 0.358 -0.054 0.363
H -1.249 1.841 -0.451 0.420
H 1.425 -1.256 -1.380 0.414
H 0.707 -1.569 1.183 0.287
H -0.942 -1.793 0.372 0.289
H 1.341 1.484 -0.488 0.282
H 1.924 0.302 0.709 0.306
F -0.474 0.825 1.928 -0.392
S -0.678 -0.020 -1.855 -0.215
```



Tell me which of them is the most stable. Sure, it is ii.



i:
Computed, not measured: a 2-piece molecular cluster, C9H14O overall, with ωB97M-V with the def2-TZVPD basis set.

Its SMILES is Cc1ccc(O)cc1.CC. The gap between HOMO and LUMO comes out at 0.35672 Ha.

Structure (XYZ):
```
24
Properties=species:S:1:pos:R:3:mulliken_charge:R:1
C 1.397 2.715 -0.025 -1.433
C 1.337 1.342 -0.622 1.075
C 2.480 0.585 -0.865 -0.813
C 2.330 -0.659 -1.451 -0.197
C 1.080 -1.206 -1.640 -0.029
O 0.977 -2.548 -1.989 -0.523
C -0.053 -0.466 -1.326 -0.283
C 0.062 0.825 -0.817 -0.606
H 1.269 2.759 1.063 0.279
H 0.609 3.375 -0.388 0.348
H 2.349 3.222 -0.216 0.370
H 3.428 1.092 -0.785 0.352
H 3.198 -1.248 -1.709 0.412
H 0.808 -2.601 -2.934 0.328
H -0.973 -0.954 -1.607 0.363
H -0.875 1.352 -0.693 0.351
C -2.120 -0.403 1.554 -0.673
C -2.690 -1.503 2.508 -0.966
H -2.185 0.613 1.932 0.344
H -1.119 -0.701 1.287 0.194
H -2.696 -0.422 0.625 0.262
H -2.690 -1.181 3.542 0.288
H -2.171 -2.423 2.298 0.301
H -3.750 -1.567 2.256 0.257
```



ii:
Computed, not measured: the molecule C9H14O, with ωB97M-V with the def2-TZVPD basis set.

Its SMILES is CC1(C)C=CC=C[C@]1(C)O. The gap between HOMO and LUMO comes out at 0.33963 Ha.

Structure (XYZ):
```
24
Properties=species:S:1:pos:R:3:mulliken_charge:R:1
C -0.439 1.108 1.260 -1.536
C -0.347 0.692 -0.198 1.595
C -1.536 1.145 -1.075 -1.698
C 1.015 1.209 -0.715 -0.770
C 2.188 0.659 -0.461 -0.553
C 2.210 -0.393 0.504 -0.431
C 1.044 -1.067 0.804 -1.180
C -0.186 -0.840 -0.129 1.445
C -1.360 -1.663 0.316 -1.855
O 0.183 -1.346 -1.482 -0.597
H -0.897 2.036 1.338 0.499
H 0.589 1.218 1.597 0.414
H -0.976 0.429 1.994 0.206
H -2.524 0.594 -0.814 0.259
H -1.267 0.821 -2.077 0.431
H -1.819 2.153 -1.070 0.484
H 1.057 2.204 -1.204 0.291
H 3.000 1.081 -1.023 0.435
H 3.032 -0.594 1.148 0.443
H 0.920 -1.763 1.539 0.469
H -1.044 -2.227 1.124 0.388
H -1.408 -2.324 -0.513 0.472
H -2.280 -1.124 0.551 0.378
H 0.846 -2.009 -1.415 0.411
```



Tell me which of them is the most stable. Sure, it is i.



i:
Computed, not measured: a 2-piece molecular cluster, C9H14O overall, with ωB97M-V with the def2-TZVPD basis set.

Its SMILES is Cc1ccc(O)cc1.CC. The gap between HOMO and LUMO comes out at 0.34031 Ha.

Structure (XYZ):
```
24
Properties=species:S:1:pos:R:3:mulliken_charge:R:1
C -1.011 0.073 -2.848 -1.347
C -0.485 0.554 -1.516 0.642
C 0.880 0.714 -1.316 -0.574
C 1.383 1.140 -0.081 -0.698
C 0.506 1.170 0.992 0.641
O 0.996 1.307 2.262 -0.560
C -0.857 1.006 0.828 -0.478
C -1.347 0.738 -0.442 -0.385
H -1.232 -0.993 -2.761 0.239
H -0.300 0.234 -3.657 0.359
H -1.930 0.601 -3.105 0.379
H 1.580 0.730 -2.147 0.296
H 2.425 1.274 0.028 0.339
H 1.965 1.323 2.266 0.292
H -1.465 1.132 1.699 0.450
H -2.400 0.532 -0.596 0.370
C 0.449 -2.237 1.354 -0.606
C -0.496 -2.994 0.436 -0.823
H 1.087 -1.606 0.734 0.074
H -0.048 -1.604 2.075 0.231
H 1.150 -2.873 1.888 0.413
H -1.499 -3.031 0.861 0.270
H -0.248 -4.038 0.316 0.346
H -0.669 -2.614 -0.565 0.130
```



ii:
Computed, not measured: a 2-piece molecular cluster, C9H14O overall, with ωB97M-V with the def2-TZVPD basis set.

Its SMILES is Cc1ccc(O)cc1.CC. The gap between HOMO and LUMO comes out at 0.34263 Ha.

Structure (XYZ):
```
24
Properties=species:S:1:pos:R:3:mulliken_charge:R:1
C -1.033 3.703 0.199 -1.422
C -0.822 2.260 -0.215 0.582
C -1.205 1.388 0.853 -0.944
C -1.392 0.013 0.571 -0.526
C -0.782 -0.470 -0.561 0.518
O -0.683 -1.953 -0.747 -0.600
C -0.242 0.326 -1.582 -0.078
C -0.227 1.690 -1.417 -0.508
H -1.246 4.444 -0.500 0.453
H -0.120 4.054 0.759 0.252
H -1.967 3.829 0.712 0.389
H -1.469 1.780 1.681 0.664
H -1.817 -0.611 1.366 0.358
H 0.092 -2.257 -1.405 0.352
H 0.175 -0.007 -2.633 0.162
H 0.372 2.317 -2.147 0.289
C 2.024 -2.058 0.427 -0.904
C 1.045 -3.193 0.843 -0.522
H 2.631 -2.376 -0.436 0.304
H 1.697 -1.135 0.123 0.271
H 2.720 -1.631 1.200 0.320
H 1.329 -3.670 1.830 0.288
H 0.794 -3.879 0.047 0.250
H 0.127 -2.564 1.033 0.053
```



iii:
Computed, not measured: a 2-piece molecular cluster, C9H14O overall, with ωB97M-V with the def2-TZVPD basis set.

Its SMILES is Cc1ccc(O)cc1.CC. The gap between HOMO and LUMO comes out at 0.33823 Ha.

Structure (XYZ):
```
24
Properties=species:S:1:pos:R:3:mulliken_charge:R:1
C -0.745 -1.953 -1.644 -1.166
C -0.717 -1.213 -0.301 0.640
C -1.466 -0.070 -0.052 -0.442
C -1.311 0.486 1.232 -0.487
C -0.347 -0.019 2.159 0.675
O 0.053 0.680 3.273 -0.480
C 0.131 -1.346 1.986 -0.695
C -0.050 -1.881 0.719 -0.451
H -1.788 -2.174 -2.047 0.284
H -0.259 -2.953 -1.771 0.323
H -0.158 -1.326 -2.360 0.185
H -2.190 0.408 -0.761 0.340
H -1.657 1.435 1.473 0.325
H -0.372 1.444 3.360 0.264
H 0.848 -1.744 2.677 0.360
H 0.415 -2.779 0.405 0.327
C 1.647 1.639 -2.293 -0.478
C 1.862 2.587 -3.477 -0.946
H 0.734 1.908 -1.721 0.195
H 1.456 0.543 -2.587 0.089
H 2.534 1.651 -1.593 0.272
H 1.052 2.720 -4.174 0.306
H 2.165 3.582 -3.003 0.244
H 2.767 2.474 -4.054 0.316
```



iv:
Computed, not measured: a 2-piece molecular cluster, C9H14O overall, with ωB97M-V with the def2-TZVPD basis set.

Its SMILES is Cc1ccc(O)cc1.CC. The gap between HOMO and LUMO comes out at 0.33818 Ha.

Structure (XYZ):
```
24
Properties=species:S:1:pos:R:3:mulliken_charge:R:1
C 1.629 -0.980 -3.180 -1.252
C 0.547 -0.741 -2.164 0.418
C 0.062 -1.795 -1.399 -0.465
C -0.939 -1.692 -0.451 -0.753
C -1.582 -0.467 -0.342 0.796
O -2.544 -0.273 0.598 -0.527
C -1.151 0.631 -1.082 -0.389
C -0.115 0.490 -1.988 -0.318
H 2.567 -0.565 -2.783 0.277
H 1.237 -0.570 -4.124 0.339
H 1.734 -2.058 -3.329 0.337
H 0.573 -2.766 -1.512 0.219
H -1.130 -2.512 0.229 0.268
H -2.645 -1.007 1.191 0.292
H -1.814 1.490 -0.953 0.392
H 0.096 1.352 -2.613 0.345
C -0.270 1.630 2.787 -0.545
C 1.112 1.143 3.168 -0.870
H -0.542 1.480 1.729 0.037
H -1.103 1.442 3.466 0.297
H -0.151 2.731 2.724 0.264
H 1.181 0.041 3.155 0.263
H 1.301 1.377 4.221 0.298
H 1.947 1.619 2.653 0.276
```



Tell me which of them is the most stable. Sure, it is i.